DFT (ωB97M-V with the def2-TZVPD basis set) results for a cluster of 2 separate species, C5H11N2 in total.

Last column: Mulliken charge in e.
CARTESIAN COORDINATES (ANGSTROEM)
C  -1.910  -1.031  -0.544  -0.241
C  -2.310  -0.934  0.665  -0.207
C  2.982  -0.498  -0.357  -1.036
C  -1.885  1.440  -0.207  -1.239
C  1.631  -0.132  -0.118  0.285
N  1.045  0.054  1.016  -0.260
N  -1.395  0.108  0.268  -0.302
H  -1.576  -1.547  -1.407  0.376
H  -2.910  -1.131  1.537  0.387
H  3.481  -0.443  0.637  0.268
H  3.567  -0.077  -1.193  0.347
H  3.026  -1.441  -0.855  0.300
H  -1.531  2.333  0.180  0.427
H  -1.698  1.569  -1.213  0.430
H  -2.914  1.614  -0.251  0.474
H  1.020  -0.210  -0.920  0.343
H  -0.137  0.300  0.863  0.451
H  1.514  0.024  1.897  0.198

- E_LUMO: -3.58 eV
- Electronic energy: -306.20431 Ha
- Frontier orbital gap: 9.746 eV
- Energy above the lowest of the compared OMol25 structures with the same formula, charge and spin: 112.4 kcal/mol
- Total charge: +1
- HOMO level: -13.33 eV